Record 1
Density functional theory data (ωB97M-V/def2-TZVPD) for the ion C28H31O with charge +1 at a distorted geometry.

Geometry as ORCA input:
```
! wB97M-V def2-TZVPD RIJCOSX def2/J DEFGRID3
* xyz 1 1
O 1.60 3.41 -2.84
C 5.19 3.56 -3.73
C 0.60 1.30 -2.49
C 3.79 3.26 -5.74
C 0.58 0.23 -0.32
C -1.28 -0.94 0.97
C 1.78 2.30 -0.66
C 3.73 -2.81 4.92
C 2.52 -0.88 1.82
C -4.81 -2.46 0.98
C -3.56 -2.01 0.09
C -6.14 -1.69 0.86
C 0.25 -0.95 0.47
C 0.92 -2.56 2.38
C 1.33 2.36 -1.97
C 2.65 3.36 -4.96
C 3.33 -1.28 2.89
C 5.05 3.38 -5.12
C 0.27 0.22 -1.70
C -2.69 -0.88 0.49
C 2.80 3.46 -3.57
C 1.77 -2.98 3.39
C 4.04 3.60 -2.94
C -4.97 0.51 0.33
C -5.98 -0.23 1.24
C 2.93 -2.31 3.74
C -3.44 0.41 0.66
C 1.36 1.28 0.18
C 1.21 -1.37 1.65
H 4.47 -2.09 5.27
H 5.96 3.35 -5.72
H 4.28 -3.74 4.75
H -1.19 -0.09 1.76
H 2.40 3.09 -0.29
H 6.16 3.66 -3.23
H -0.18 -0.69 -2.12
H -6.56 -1.77 -0.16
H -6.89 -2.14 1.53
H 1.65 3.28 -5.39
H 4.27 -0.77 3.05
H -5.06 -3.48 0.65
H 1.46 -3.84 3.96
H 3.04 -3.04 5.73
H 0.12 -3.22 2.03
H -5.16 0.21 -0.72
H -2.96 -2.94 -0.04
H -4.56 -2.51 2.06
H -3.23 0.81 1.68
H 0.26 1.32 -3.50
H -6.96 0.28 1.10
H -4.00 -1.66 -0.85
H 0.33 -1.80 -0.26
H -5.69 -0.13 2.30
H 3.72 3.10 -6.82
H 4.06 3.68 -1.85
H 2.99 -0.23 1.06
H -5.21 1.57 0.40
H 1.78 1.30 1.19
H -1.14 -1.96 1.43
H -2.96 1.16 -0.02
*
```

Results
HOMO energy: -10.80 eV
HOMO-LUMO gap: 0.201 Eh
Relative energy (zero: lowest compared OMol25 entry of this formula, charge and spin): 28.8 kcal per mole


Record 2
Density functional theory data (ωB97M-V/def2-TZVPD) for a structure of composition C50H56N4O2P2S2SiZr at a distorted geometry.

Geometry as ORCA input:
```
! wB97M-V def2-TZVPD RIJCOSX def2/J DEFGRID3
* xyz 2 1
Zr 0.02 -0.25 -0.25
S 2.44 0.21 -1.19
S -0.54 -1.82 -2.39
P -1.15 -2.57 0.56
P -1.83 0.36 -2.14
Si 5.25 1.09 0.57
O 1.47 -1.33 -0.05
O 0.74 -1.53 -3.10
N -1.53 0.36 1.38
N 0.29 2.04 -0.48
N 0.67 3.69 3.90
N 1.15 0.22 1.59
C -2.93 3.03 -1.43
C 1.35 2.83 1.63
C -1.65 -1.45 -3.79
C 3.58 0.79 1.42
C -3.35 -0.43 -5.78
C 1.25 0.39 2.96
C -1.50 -6.26 -0.95
C -1.35 -5.95 -2.30
C -1.33 -5.29 0.01
C -2.00 -2.24 -4.88
C 1.16 1.70 -2.56
C 0.69 -3.24 1.50
C 1.83 -3.45 0.72
C -0.53 2.61 -4.02
C -4.19 1.00 -1.20
C -1.02 -3.99 -0.38
C -2.98 1.65 -1.52
C -3.62 -2.00 0.81
C 2.12 2.45 -3.21
C -0.90 -3.63 -1.75
C 0.44 3.37 -4.67
C 3.58 0.95 2.84
C 5.89 -0.45 -0.27
C -4.88 -1.83 1.36
C 2.37 0.43 0.80
C 2.99 -4.33 2.65
C -3.00 0.39 -4.72
C 6.54 1.54 1.88
C -3.96 -2.22 3.56
C -1.04 -4.65 -2.69
C 1.77 3.29 -4.27
C 1.03 2.43 3.05
C -1.35 1.58 2.27
C -4.04 3.76 -1.02
C 2.97 -3.99 1.30
C -0.21 1.77 -2.98
C 2.47 0.77 3.64
C -5.22 3.11 -0.69
C -2.16 -0.12 -3.74
C -2.51 -2.29 1.63
C -5.05 -1.94 2.74
C 0.19 3.02 0.68
C -2.84 -1.73 -5.85
C -1.18 2.83 1.38
C -0.19 1.34 3.19
C -2.70 -2.40 3.01
C 5.20 2.55 -0.60
C 1.87 -4.13 3.42
C 0.72 -3.59 2.84
C -5.30 1.72 -0.78
H -1.62 -3.24 -5.01
H -1.63 -0.55 1.90
H 3.88 -4.75 3.09
H -1.42 -5.54 1.06
H 1.44 4.37 3.88
H 5.85 -1.31 0.41
H 6.21 2.82 -0.91
H -0.18 4.19 3.59
H 4.75 3.42 -0.11
H -1.37 3.72 1.99
H -6.22 1.22 -0.54
H 1.97 3.74 1.64
H 2.50 0.88 4.71
H 6.26 2.45 2.41
H -3.39 1.39 -4.67
H 0.24 4.03 0.28
H -4.01 -0.06 -6.55
H 6.94 -0.31 -0.56
H 0.52 3.44 4.88
H -0.26 2.34 -1.28
H 7.50 1.71 1.39
H -0.53 1.29 4.25
H -2.47 0.30 0.96
H 4.49 1.22 3.36
H 0.16 0.20 3.64
H -1.56 2.70 -4.35
H 1.86 -4.39 4.47
H 2.00 2.01 3.53
H -3.49 -1.94 -0.27
H -4.28 -0.07 -1.31
H -2.03 3.56 -1.70
H -4.10 -2.31 4.63
H 1.83 -3.21 -0.32
H -1.73 -7.28 -0.66
H 5.33 -0.70 -1.17
H -1.46 -6.72 -3.05
H -5.72 -1.62 0.72
H -0.16 -3.44 3.47
H 0.28 0.10 2.94
H 1.99 2.09 1.24
H -3.11 -2.35 -6.70
H -1.87 -2.63 3.67
H -6.09 3.68 -0.37
H -0.91 -4.46 -3.74
H 3.15 2.38 -2.89
H 6.66 0.73 2.60
H -2.25 1.70 2.87
H 1.41 2.04 -1.14
H -1.98 2.84 0.64
H -6.03 -1.80 3.17
H 1.44 1.00 -1.68
H 3.84 -4.15 0.68
H 4.63 2.33 -1.50
H 2.52 3.88 -4.78
H -3.99 4.84 -0.96
H 0.17 4.02 -5.49
*
```

Results
HOMO energy: -10.35 eV
HOMO-LUMO gap: 0.195 Eh


Record 3
Density functional theory data (ωB97M-V/def2-TZVPD) for a structure of composition ClF3O4Sr3 at a distorted geometry.

Geometry as ORCA input:
```
! wB97M-V def2-TZVPD RIJCOSX def2/J DEFGRID3
* xyz 2 1
Sr -1.91 1.78 -1.34
Sr -2.85 -3.87 0.19
Sr 1.98 -2.98 -1.35
Cl 2.13 1.70 0.21
F -4.71 -0.67 -0.59
F -0.95 -1.25 -0.80
F -2.00 -1.57 2.83
O 2.92 2.88 0.38
O 1.78 1.81 -1.18
O 2.70 0.42 0.60
O 0.91 1.75 1.03
*
```

Results
HOMO energy: -13.19 eV
HOMO-LUMO gap: 0.116 Eh
Relative energy (zero: lowest compared OMol25 entry of this formula, charge and spin): 296.6 kcal per mole


Record 4
Density functional theory data (ωB97M-V/def2-TZVPD) for an isolated molecule of C6H11NO at a distorted geometry.

Geometry as ORCA input:
```
! wB97M-V def2-TZVPD RIJCOSX def2/J DEFGRID3
* xyz 0 1
O 0.45 0.93 0.60
N 0.43 1.92 -0.40
C -0.14 2.97 0.08
C 0.36 -0.39 0.03
C -2.18 -0.76 -0.05
C 1.51 -0.64 -0.96
C 0.53 -1.37 1.21
C -1.00 -0.54 -0.65
H -0.25 3.87 -0.54
H -0.19 -1.18 2.01
H 1.45 0.02 -1.83
H -2.27 -0.87 1.03
H -1.00 -0.39 -1.73
H 1.50 -1.67 -1.33
H -0.55 3.02 1.11
H 0.43 -2.41 0.88
H 2.48 -0.44 -0.49
H -3.09 -0.81 -0.64
H 1.52 -1.25 1.66
*
```

Results
SMILES string: C=CC(C)(C)ON=C
HOMO energy: -9.50 eV
HOMO-LUMO gap: 0.389 Eh
Relative energy (zero: lowest compared OMol25 entry of this formula, charge and spin): 73.1 kcal per mole


Record 5
Density functional theory data (ωB97M-V/def2-TZVPD) for a cluster of 2 separate species, C6H15NO in total at a distorted geometry.

Geometry as ORCA input:
```
! wB97M-V def2-TZVPD RIJCOSX def2/J DEFGRID3
* xyz -1 2
O -2.39 -1.67 -3.44
N 1.05 0.02 1.18
C -0.67 0.86 -0.32
C -0.51 1.80 0.87
C 1.06 -0.76 -1.20
C 0.89 1.45 1.34
C 0.23 -0.36 0.00
C 0.77 -0.78 2.35
H 1.47 -1.77 -1.19
H 1.12 1.91 2.31
H -0.56 2.87 0.62
H -1.80 -2.42 -3.65
H -0.50 1.32 -1.30
H 1.53 -0.68 3.12
H -1.69 0.48 -0.44
H -0.42 -1.19 0.26
H -1.26 1.56 1.63
H -2.74 -1.40 -4.31
H 1.86 -0.03 -1.32
H -0.23 -0.63 2.79
H 0.77 -1.84 2.07
H 1.62 1.91 0.70
H 0.40 -0.64 -2.06
*
```

Results
HOMO energy (spin up / spin down): 1.19 / -5.67 eV
HOMO-LUMO gap (spin up / spin down): 0.077 / 0.325 Eh
Relative energy (zero: lowest compared OMol25 entry of this formula, charge and spin): 17.6 kcal per mole


Record 6
Density functional theory data (ωB97M-V/def2-TZVPD) for a structure of composition C4H5LiO2Ru at a distorted geometry.

Geometry as ORCA input:
```
! wB97M-V def2-TZVPD RIJCOSX def2/J DEFGRID3
* xyz 2 7
Ru -1.33 -0.17 -4.40
O -1.00 0.33 -2.69
O 1.74 -0.53 2.11
C 1.17 -0.23 1.03
C -0.93 -0.08 -1.47
C -0.27 0.10 0.92
C -0.53 0.69 -0.41
Li 1.72 -0.52 3.91
H -0.33 -1.11 0.92
H -0.28 1.74 -0.57
H -1.14 -1.15 -1.29
H 1.81 0.17 0.22
H -0.61 0.76 1.73
*
```

Results
HOMO energy (spin up / spin down): -14.63 / -17.34 eV
HOMO-LUMO gap (spin up / spin down): 0.260 / 0.258 Eh
Relative energy (zero: lowest compared OMol25 entry of this formula, charge and spin): 0.0 kcal per mole


Record 7
Density functional theory data (ωB97M-V/def2-TZVPD) for an isolated molecule of C21H25N3O3S.

Geometry as ORCA input:
```
! wB97M-V def2-TZVPD RIJCOSX def2/J DEFGRID3
* xyz 0 1
S -1.55 -0.46 1.67
O 6.49 0.26 1.09
O 5.27 -0.31 2.92
O 1.17 -0.59 -2.37
N 4.30 0.22 0.90
N -3.04 -1.39 -1.83
N -0.19 0.39 -0.85
C 0.07 -0.16 -2.08
C 5.34 0.02 1.76
C 2.93 0.06 1.13
C 0.70 0.17 0.23
C -1.34 1.14 -0.53
C -1.82 -1.67 -2.55
C -1.12 -0.37 -2.99
C -4.82 0.27 -2.33
C -1.70 2.24 -1.30
C 0.20 -0.25 1.45
C -3.38 -2.44 -0.88
C 2.07 0.35 0.08
C -4.48 -2.04 0.09
C -3.20 1.59 0.93
C 2.42 -0.37 2.35
C -3.59 2.65 0.13
C -2.08 0.84 0.61
C -4.15 -1.05 -2.71
C 1.06 -0.52 2.51
C 7.70 0.11 1.83
C -2.82 2.98 -0.98
H -1.15 -2.24 -1.91
H -5.65 0.47 -3.00
H -3.66 -3.38 -1.39
H 3.09 -0.60 3.17
H -4.90 -1.85 -2.72
H -5.44 -1.94 -0.42
H -4.11 1.09 -2.40
H -4.59 -2.81 0.85
H 7.51 -0.48 2.73
H -2.01 -2.30 -3.44
H -1.09 2.51 -2.15
H -2.48 -2.65 -0.29
H 0.65 -0.85 3.45
H -4.23 -1.10 0.57
H 2.46 0.68 -0.87
H -5.19 0.24 -1.31
H -1.83 0.45 -2.96
H 4.56 0.49 -0.04
H -3.78 -0.95 -3.74
H -3.10 3.83 -1.59
H 8.42 -0.38 1.18
H 8.07 1.10 2.12
H -3.77 1.33 1.82
H -4.47 3.22 0.38
H -0.73 -0.47 -4.01
*
```

Results
SMILES string: CCN(CC)CCC(=O)N1c2ccccc2Sc2ccc(NC(=O)OC)cc21
HOMO energy: -7.84 eV
HOMO-LUMO gap: 0.316 Eh
Relative energy (zero: lowest compared OMol25 entry of this formula, charge and spin): 30.9 kcal per mole


Record 8
Density functional theory data (ωB97M-V/def2-TZVPD) for a structure of composition C29H33Br49NO3S at a distorted geometry.

Geometry as ORCA input:
```
! wB97M-V def2-TZVPD RIJCOSX def2/J DEFGRID3
* xyz 1 1
Br 3.98 -11.06 -2.65
Br 7.51 3.04 9.59
Br 5.48 5.32 10.51
Br -1.22 2.04 7.37
Br 1.10 -2.87 -10.43
Br 5.45 3.69 5.85
Br -7.71 -4.48 -9.50
Br -6.95 -6.57 -7.22
Br -9.17 1.69 0.60
Br 7.05 -1.42 -4.14
Br -8.05 -1.27 0.20
Br -9.52 -1.59 -6.22
Br 7.01 2.01 3.64
Br 7.36 -3.10 -1.44
Br -8.48 0.63 -2.32
Br 5.83 -0.26 -1.43
Br 1.56 -3.17 9.45
Br 2.30 -2.70 -2.86
Br 3.23 9.91 2.01
Br -2.46 -0.25 -3.02
Br -0.43 -4.22 -7.98
Br 1.61 -8.28 -5.59
Br 5.20 -8.39 -1.41
Br 4.23 -3.06 6.03
Br 1.26 -6.02 -9.99
Br 2.04 -8.76 -1.63
Br -9.83 1.28 -7.57
Br 4.78 0.04 5.59
Br -1.45 -7.88 -6.39
Br -1.40 -3.98 8.62
Br -12.44 3.73 3.51
Br -13.15 0.63 3.74
Br -3.50 0.55 -5.92
Br 6.02 8.32 2.11
Br 3.27 -3.77 -5.72
Br 7.05 5.24 3.58
Br -0.37 1.14 4.44
Br 4.60 2.84 1.34
Br -5.99 -3.54 -6.99
Br 1.07 -5.23 7.06
Br 7.18 -1.89 6.40
Br -10.40 1.73 4.93
Br -7.06 0.41 -6.27
Br 3.42 -5.66 -3.17
Br 4.26 8.63 4.75
Br -0.35 -6.68 -3.65
Br -0.59 -0.72 -5.52
Br 4.38 2.59 9.28
Br -0.27 -0.96 6.86
S 4.48 2.13 -1.80
O -3.93 0.33 0.22
O -1.97 2.24 -0.79
O -1.62 0.38 0.43
N 2.82 1.88 -1.34
C 0.07 -7.14 -5.48
C -11.75 1.94 3.56
C -8.98 0.26 -6.19
C 0.97 2.38 -0.03
C 3.73 -9.64 -1.38
C 5.77 3.42 10.32
C 1.11 -4.30 -9.14
C -2.88 0.63 1.07
C 0.27 3.10 1.07
C 5.51 -1.74 5.46
C 3.43 4.79 -0.52
C -9.10 0.15 -0.56
C 0.43 -4.56 8.75
C 2.28 2.58 -0.33
C 2.48 -4.23 -4.02
C -1.97 0.38 -4.77
C 2.12 0.98 -2.02
C 0.22 1.48 -0.74
C 4.77 9.43 3.07
C 6.96 3.65 4.66
C 3.06 3.60 0.42
C -4.99 1.26 0.28
C -1.15 0.58 6.12
C 6.26 -1.87 -2.44
C -1.23 1.37 -0.36
C -7.36 -4.74 -7.63
C 0.37 2.76 2.34
C 2.79 6.06 0.04
C 0.81 0.75 -1.75
H -1.56 1.37 -4.65
H 4.38 2.06 -3.15
H 0.24 0.03 -2.31
H -8.27 -4.49 -7.09
H -0.27 3.26 3.05
H 1.71 5.88 0.07
H -2.90 1.64 1.47
H -11.27 1.76 2.61
H -2.17 0.29 5.92
H 2.60 0.42 -2.80
H 5.73 2.99 11.31
H -0.38 3.92 0.80
H -5.92 0.73 0.10
H -5.08 1.77 1.24
H 1.48 -4.59 -4.23
H -4.92 2.03 -0.50
H 5.33 -2.37 -2.64
H 1.98 -4.17 -8.52
H 2.98 6.92 -0.58
H 1.08 2.05 2.72
H 4.50 4.89 -0.66
H 5.28 10.35 3.30
H -9.30 0.67 -5.24
H 3.72 -10.09 -0.40
H -2.92 -0.05 1.92
H 3.09 6.20 1.08
H 7.86 3.65 5.27
H 5.71 -1.92 4.41
H 0.45 -5.38 9.45
H 2.94 4.62 -1.48
H 2.44 4.03 1.19
H -10.11 -0.22 -0.67
H 0.32 -6.22 -5.99
*
```

Results
HOMO energy: -11.33 eV
HOMO-LUMO gap: 0.271 Eh


Record 9
Density functional theory data (ωB97M-V/def2-TZVPD) for a cluster of 2 separate species, C4H12N2 in total at a distorted geometry.

Geometry as ORCA input:
```
! wB97M-V def2-TZVPD RIJCOSX def2/J DEFGRID3
* xyz 0 1
N 2.13 -1.54 0.62
N -2.17 -0.49 0.02
C 1.52 -1.04 1.59
C -1.24 1.41 -1.18
C -2.49 0.83 -0.54
C 3.26 -0.81 0.07
H -3.29 0.78 -1.28
H 4.18 -1.37 0.29
H 1.82 -0.07 2.04
H -1.39 2.42 -1.56
H -2.50 -0.52 0.99
H -2.72 -1.25 -0.39
H 0.65 -1.48 2.05
H -0.45 1.44 -0.43
H 3.31 0.22 0.44
H 3.16 -0.80 -1.01
H -0.93 0.76 -1.99
H -2.83 1.49 0.27
*
```

Results
SMILES string: C=NC.CCN
HOMO energy: -9.42 eV
HOMO-LUMO gap: 0.386 Eh
Relative energy (zero: lowest compared OMol25 entry of this formula, charge and spin): 33.2 kcal per mole


Record 10
Density functional theory data (ωB97M-V/def2-TZVPD) for a cluster of 2 separate species, CH5N2O2 in total at a distorted geometry.

Geometry as ORCA input:
```
! wB97M-V def2-TZVPD RIJCOSX def2/J DEFGRID3
* xyz -1 1
O 1.11 -1.00 0.27
O -1.89 0.22 0.35
N 1.80 0.13 0.46
N -0.05 -1.12 -0.59
C 1.13 1.25 0.13
H 1.52 2.21 0.29
H 0.12 1.16 -0.32
H -2.73 -0.19 0.24
H -1.21 -0.60 -0.04
H 0.19 -2.06 -0.81
*
```

Results
HOMO energy: -2.59 eV
HOMO-LUMO gap: 0.270 Eh
Relative energy (zero: lowest compared OMol25 entry of this formula, charge and spin): 144.4 kcal per mole